Formula: C37H50ClN4O3P2S5Ti
Source: the Open Molecules 2025 dataset
Level of theory: ωB97M-V/def2-TZVPD

ORCA input file:
```
! RIJCOSX wB97M-V def2-TZVPD def2/J DEFGRID3
* xyz -1 1
Ti -1.287 -0.146 -0.808
C 2.987 2.872 3.218
C 2.751 2.514 1.754
C 3.505 3.504 0.861
P 0.999 2.306 1.096
C 0.188 3.960 1.453
C -0.327 4.386 2.829
C -0.909 4.211 0.413
C 0.365 1.015 2.242
C 0.033 1.271 3.574
C -0.419 0.295 4.450
C -0.823 0.639 5.857
C -0.506 -1.006 3.965
C -0.187 -1.279 2.649
C 0.223 -0.285 1.761
N 0.367 -0.541 0.374
C 1.299 -1.481 -0.049
C 2.014 -2.330 0.805
C 2.834 -3.333 0.306
C 3.014 -3.531 -1.056
C 3.844 -4.662 -1.601
C 2.416 -2.602 -1.905
C 1.599 -1.588 -1.434
P 1.118 -0.109 -2.378
C 2.784 0.759 -2.333
C 3.308 0.839 -0.894
C 3.871 0.137 -3.212
C 0.925 -0.398 -4.210
C 1.100 0.962 -4.908
C -0.437 -0.954 -4.624
H 4.058 2.832 3.441
H 2.652 3.887 3.432
H 2.484 2.189 3.898
H 3.178 1.516 1.585
H 3.261 4.534 1.131
H 4.585 3.387 0.983
H 3.261 3.370 -0.196
H 1.023 4.623 1.197
H -1.207 3.805 3.116
H 0.419 4.307 3.617
H -0.635 5.435 2.776
H -1.809 3.631 0.640
H -1.189 5.269 0.413
H -0.585 3.934 -0.592
H 0.107 2.280 3.946
H -0.756 1.713 6.030
H -1.854 0.335 6.048
H -0.188 0.136 6.590
H -0.857 -1.808 4.606
H -0.303 -2.283 2.280
H 1.920 -2.224 1.877
H 3.335 -3.991 1.009
H 4.202 -5.304 -0.797
H 3.263 -5.282 -2.287
H 4.715 -4.293 -2.149
H 2.607 -2.670 -2.973
H 2.578 1.775 -2.681
H 3.694 -0.129 -0.570
H 4.124 1.566 -0.834
H 2.519 1.145 -0.202
H 4.111 -0.870 -2.868
H 3.613 0.087 -4.269
H 4.783 0.734 -3.122
H 1.714 -1.079 -4.546
H 0.392 1.687 -4.503
H 2.102 1.375 -4.816
H 0.884 0.845 -5.972
H -1.252 -0.407 -4.149
H -0.547 -0.856 -5.707
H -0.542 -2.003 -4.380
O -5.674 4.784 -3.057
C -4.918 3.889 -2.776
S -3.162 4.087 -2.643
C -2.802 2.420 -2.240
C -3.836 1.564 -2.140
S -3.643 -0.133 -1.851
S -5.433 2.233 -2.419
S -1.154 1.881 -2.140
Cl -0.926 -5.555 -2.104
C -0.836 -3.911 -2.797
C -1.778 -2.905 -2.116
O -2.943 -3.163 -1.952
O -1.170 -1.794 -1.768
H -1.150 -4.015 -3.833
H 0.198 -3.591 -2.734
S -3.510 2.204 2.694
C -2.688 1.531 1.486
N -2.103 1.037 0.596
C -5.767 -1.857 2.327
C -4.412 -2.155 1.786
C -3.592 -3.259 1.886
C -2.441 -2.938 1.145
N -2.543 -1.713 0.639
N -3.743 -1.266 1.045
C -1.284 -3.837 0.879
H -6.132 -2.702 2.908
H -6.475 -1.664 1.520
H -5.738 -0.975 2.969
H -3.794 -4.176 2.413
H -4.087 -0.405 0.647
H -1.627 -4.714 0.334
H -0.824 -4.182 1.808
H -0.517 -3.342 0.286
*
```

The largest force on an atom is 1.006 eV Å⁻¹. The total energy comes out at -159682.897 eV. The highest occupied orbital energy is -4.460 eV. As for the HOMO-LUMO gap: 6.56 eV. The relative energy (zero: lowest compared OMol25 entry of this formula, charge and spin) comes out at 15.20 kcal/mol.

=====

Formula: C34H57NO11
Source: the Open Molecules 2025 dataset
Level of theory: ωB97M-V/def2-TZVPD

ORCA input file:
```
! RIJCOSX wB97M-V def2-TZVPD def2/J DEFGRID3
* xyz 0 1
C 4.569 0.370 1.636
C 4.623 0.659 0.103
C 5.963 1.426 -0.241
C 5.635 2.467 -1.334
O 5.293 3.709 -0.620
C 4.074 4.045 -0.902
N 3.087 4.362 -1.327
O 6.685 2.820 -2.183
C 7.088 1.772 -3.049
C 6.017 1.359 -4.119
C 5.421 -0.093 -3.892
C 3.901 -0.043 -3.635
C 3.234 -1.414 -3.323
C 4.011 -2.323 -2.324
C 1.781 -1.256 -2.745
C 0.954 -0.132 -3.404
C -0.300 0.058 -2.506
C -0.205 1.069 -1.549
C -0.299 2.564 -1.862
C 0.045 0.668 -0.093
O 4.988 2.311 -4.302
C 5.388 3.434 -5.074
H 3.609 -0.119 1.864
H 5.387 -0.337 1.863
H 4.699 1.328 2.164
H 3.728 1.180 -0.276
H 4.675 -0.327 -0.391
H 6.677 0.649 -0.553
H 6.363 1.895 0.672
H 4.713 2.172 -1.865
H 7.479 0.882 -2.516
H 7.960 2.166 -3.603
H 6.556 1.283 -5.090
H 5.612 -0.706 -4.791
H 6.004 -0.529 -3.064
H 3.601 0.662 -2.839
H 3.421 0.333 -4.556
H 3.125 -1.989 -4.264
H 3.691 -2.125 -1.285
H 5.108 -2.260 -2.397
H 3.753 -3.381 -2.529
H 1.828 -1.191 -1.644
H 1.265 -2.207 -2.981
H 0.624 -0.380 -4.433
H 1.448 0.855 -3.438
H -1.212 -0.544 -2.617
H -0.521 3.107 -0.932
H 0.669 2.984 -2.224
H -1.031 2.802 -2.645
H -0.707 -0.057 0.281
H 0.176 1.527 0.593
H 1.014 0.134 -0.079
H 4.742 3.556 -5.965
H 5.281 4.356 -4.471
H 6.436 3.386 -5.415
O 1.104 -1.849 2.137
C 1.791 -2.813 2.304
O 2.873 -3.102 1.533
C 3.416 -4.376 1.915
C 2.935 -4.604 3.337
C 1.585 -3.899 3.337
H 3.043 -5.134 1.223
H 4.502 -4.342 1.848
H 2.884 -5.657 3.610
H 3.607 -4.107 4.040
H 0.781 -4.557 3.003
H 1.349 -3.472 4.308
O -4.341 1.513 -1.458
C -4.014 2.307 -0.621
O -3.118 3.301 -0.844
C -2.862 4.005 0.384
C -4.072 3.733 1.260
C -4.479 2.336 0.816
H -1.938 3.617 0.821
H -2.735 5.065 0.175
H -3.860 3.814 2.325
H -4.869 4.441 1.022
H -3.951 1.561 1.375
H -5.554 2.186 0.880
O -7.178 -0.822 2.489
C -7.234 -0.908 1.293
O -7.169 0.161 0.466
C -7.372 -0.262 -0.894
C -7.020 -1.737 -0.908
C -7.426 -2.177 0.492
H -8.416 -0.081 -1.162
H -6.732 0.320 -1.555
H -7.514 -2.290 -1.706
H -5.942 -1.859 -1.032
H -8.477 -2.470 0.540
H -6.790 -2.975 0.868
O -9.316 -3.389 8.102
C -8.671 -2.758 7.314
O -8.443 -3.160 6.039
C -7.547 -2.238 5.389
C -7.671 -0.945 6.172
C -7.960 -1.448 7.580
H -6.536 -2.652 5.427
H -7.838 -2.116 4.350
H -6.787 -0.314 6.101
H -8.524 -0.371 5.805
H -7.044 -1.650 8.138
H -8.599 -0.764 8.133
*
```

The largest force on an atom is 4.530 eV Å⁻¹. Its SMILES is CCC[C@@H](OC#N)OC[C@@H](CC[C@@H](C)CCC=C(C)C)OC.O=C1CCCO1.O=C1CCCO1.O=C1CCCO1.O=C1CCCO1. The total energy comes out at -60190.273 eV. The highest occupied orbital energy is -6.228 eV. As for the HOMO-LUMO gap: 6.75 eV.

=====

Formula: C5BrCrF15O15S5
Source: the Open Molecules 2025 dataset
Level of theory: ωB97M-V/def2-TZVPD

ORCA input file:
```
! RIJCOSX wB97M-V def2-TZVPD def2/J DEFGRID3
* xyz -4 5
Cr 0.499 -0.605 0.441
Br 2.535 -2.427 0.234
C -1.592 2.723 -0.911
F -0.351 3.029 -0.509
F -2.228 3.817 -0.670
F -1.612 2.524 -2.240
S -2.448 1.299 0.140
O -3.656 0.783 -0.559
O -1.279 0.332 0.308
O -2.786 1.777 1.471
C -2.318 -3.661 -2.389
F -2.300 -2.666 -3.191
F -3.582 -3.761 -1.796
F -2.194 -4.797 -3.142
S -0.899 -3.566 -1.142
O -1.082 -4.799 -0.342
O 0.402 -3.649 -1.949
O -0.974 -2.308 -0.334
C 0.245 -1.017 5.075
F 0.095 -0.143 6.165
F 1.479 -0.990 4.628
F 0.041 -2.328 5.385
S -0.796 -0.644 3.413
O -2.068 -1.409 3.527
O -0.963 0.818 3.375
O 0.055 -1.240 2.352
C 2.507 3.729 0.875
F 3.516 4.497 1.454
F 1.373 4.474 0.868
F 2.846 3.288 -0.378
S 2.222 2.170 1.947
O 1.475 1.225 1.080
O 3.590 1.767 2.250
O 1.442 2.584 3.150
C 0.525 -0.053 -4.314
F 0.106 1.229 -4.632
F -0.589 -0.774 -4.147
F 1.088 -0.591 -5.262
S 1.730 -0.106 -2.825
O 2.369 -1.432 -2.845
O 2.701 1.021 -2.936
O 0.877 -0.119 -1.623
*
```

The largest force on an atom is 6.443 eV Å⁻¹. The total energy comes out at -229297.223 eV. The highest occupied orbital energy (spin up / spin down) is 3.506 / 2.904 eV. As for the HOMO-LUMO gap (spin up / spin down): 4.87 / 5.47 eV. The expectation value of S² is 6.006. The relative energy (zero: lowest compared OMol25 entry of this formula, charge and spin) comes out at 24.78 kcal/mol.

=====

Formula: C24H25N5OS
Source: the Open Molecules 2025 dataset
Level of theory: ωB97M-V/def2-TZVPD

ORCA input file:
```
! RIJCOSX wB97M-V def2-TZVPD def2/J DEFGRID3
* xyz 0 1
C 3.130 -0.227 2.896
O 3.986 -1.364 2.524
C 3.753 -1.774 1.108
C 4.229 -0.487 0.188
C 3.096 0.237 -0.750
C 3.534 1.545 -1.637
N 2.634 2.355 -2.555
S 3.726 3.603 -3.117
N 5.297 3.314 -2.390
C 5.092 2.061 -1.522
C 6.250 1.295 -0.591
C 5.813 -0.042 0.314
C 6.950 -0.793 1.231
H 3.559 0.831 2.555
H 3.119 -0.176 4.087
H 2.035 -0.277 2.440
H 2.626 -2.072 0.935
H 4.398 -2.699 0.785
H 1.998 -0.231 -0.728
H 7.365 1.642 -0.517
H 7.962 -0.160 1.222
H 7.231 -1.845 0.742
H 6.662 -0.904 2.371
N -0.305 0.673 0.032
C -0.222 1.389 -1.111
C -1.298 1.622 -1.953
C -2.533 1.086 -1.606
C -2.649 0.342 -0.436
C -1.518 0.167 0.343
H 0.763 1.783 -1.339
H -1.175 2.206 -2.858
H -3.399 1.246 -2.243
H -3.598 -0.089 -0.139
H -1.558 -0.402 1.268
N -1.449 -2.193 2.788
C -2.235 -2.285 3.882
C -1.839 -2.882 5.068
C -0.560 -3.422 5.138
C 0.274 -3.345 4.027
C -0.211 -2.726 2.886
H -3.226 -1.852 3.777
H -2.512 -2.925 5.917
H -0.214 -3.899 6.050
H 1.276 -3.757 4.048
H 0.402 -2.637 1.994
N -5.683 1.405 -3.157
C -5.601 2.121 -4.300
C -6.677 2.353 -5.143
C -7.912 1.817 -4.796
C -8.028 1.074 -3.626
C -6.896 0.899 -2.846
H -4.616 2.515 -4.529
H -6.554 2.938 -6.047
H -8.778 1.978 -5.432
H -8.977 0.643 -3.328
H -6.937 0.329 -1.922
*
```

The largest force on an atom is 6.921 eV Å⁻¹. Its SMILES is COCc1cc2nsnc2cc1C.c1ccncc1.c1ccncc1.c1ccncc1. The total energy comes out at -45615.211 eV. The highest occupied orbital energy is -8.197 eV. As for the HOMO-LUMO gap: 6.97 eV.

=====

Look up the largest force on an atom of the first one.
1.006 eV Å⁻¹